DFT (ωB97M-V/def2-TZVPD) results for C2H2Cl2S2 in the gas phase.

Energy (eV): -48820.676
Relative energy (zero: lowest compared OMol25 entry of this formula, charge and spin) (kJ/mol): 44.7
Structure (SMILES): S=C(Cl)[C@H](S)Cl
Lowest unoccupied orbital energy (eV): -1.228

Element x y z (Å)
C 0.00 0.88 -0.71
C 0.46 -0.19 0.21
S 0.84 1.21 -2.03
S -0.36 -1.76 -0.13
Cl -1.54 1.73 -0.31
Cl 0.30 0.34 2.04
H 1.46 -0.30 0.04
H -1.16 -1.92 0.89

DFT (ωB97M-V/def2-TZVPD) results for 2 unconnected molecules or ions with the total composition C9H22BN3O5P.

Energy (eV): -34360.383
Total charge: +1
Lowest unoccupied orbital energy (eV): -3.115

Element x y z (Å)
N 3.50 1.17 -0.36
B 2.31 0.40 -0.77
O 2.20 -0.94 -0.62
C 1.09 1.09 -1.52
C 1.52 2.23 -2.43
N 2.07 3.38 -1.62
C 1.34 3.60 -0.32
C -0.08 3.07 -0.41
C -0.08 1.54 -0.59
P -1.70 1.03 -1.37
N -1.56 -0.66 -1.34
O -2.68 1.18 -0.05
H 3.46 1.61 0.55
H 4.36 0.63 -0.38
H 2.89 -1.35 -0.08
H 0.71 0.32 -2.20
H 0.69 2.62 -3.02
H 2.31 1.93 -3.12
H 3.05 3.17 -1.41
H 2.04 4.23 -2.18
H 1.40 4.66 -0.07
H 1.89 3.05 0.44
H -0.59 3.36 0.51
H -0.62 3.56 -1.23
H 0.00 1.08 0.40
H -0.87 -1.06 -0.72
H -1.54 -1.08 -2.25
H -2.98 2.09 0.10
C -3.01 -3.35 0.78
C -2.09 -3.07 1.94
C -0.70 -3.66 1.83
O -0.34 -3.88 3.19
C -1.49 -4.03 3.91
O -1.54 -4.40 5.03
O -2.56 -3.68 3.15
H -3.96 -2.83 0.89
H -2.54 -3.01 -0.14
H -3.21 -4.42 0.70
H -2.03 -1.99 2.13
H 0.04 -3.00 1.37
H -0.71 -4.62 1.30

DFT (ωB97M-V/def2-TZVPD) results for C3H4NOP in the gas phase.

Energy (eV): -16000.866
Relative energy (zero: lowest compared OMol25 entry of this formula, charge and spin) (kJ/mol): 14.2
Lowest unoccupied orbital energy (eV): -0.159

Element x y z (Å)
C -0.77 0.52 1.74
C 0.11 -0.60 -0.51
C -0.52 1.63 0.94
N -1.00 -0.49 2.25
O 0.25 1.94 -1.82
P 0.02 1.22 -0.58
H 0.41 -0.73 0.49
H -1.00 -0.86 -0.46
H 0.62 -1.04 -1.41
H -0.84 2.59 1.35

DFT (ωB97M-V/def2-TZVPD) results for a molecular structure, C13H21F8NO4RuTe.

Energy (eV): -55107.512
2S+1: 6
Relative energy (zero: lowest compared OMol25 entry of this formula, charge and spin) (kJ/mol): 22.2
Total charge: +1
Lowest unoccupied orbital energy (spin up / spin down) (eV): -3.206 / -5.375

Element x y z (Å)
Ru 0.34 -0.08 0.73
C 0.85 -2.62 2.90
O 1.58 -2.28 1.75
C 1.64 -3.30 0.72
C 0.30 -3.31 0.05
O 0.05 -2.00 -0.48
C 0.41 -1.84 -1.87
C 1.58 -0.93 -1.99
O 1.18 0.32 -1.42
C 2.18 1.36 -1.68
H 1.44 -2.30 3.75
H 0.65 -3.68 2.94
H -0.57 -1.51 3.66
H 1.85 -4.26 1.18
H 2.46 -3.00 0.06
H -0.46 -3.54 0.76
H 0.26 -4.06 -0.76
H -0.44 -1.39 -2.36
H 0.65 -2.79 -2.33
H 1.83 -0.79 -3.04
H 2.45 -1.31 -1.45
H 2.26 1.50 -2.75
H 3.14 1.05 -1.27
H 1.84 2.25 -1.20
F -3.54 4.42 -3.25
C -4.14 3.42 -2.60
F -4.90 2.76 -3.47
F -4.94 3.99 -1.69
C -3.13 2.54 -1.90
C -3.36 1.18 -1.79
C -2.44 0.43 -1.04
N -1.38 1.00 -0.46
C -1.19 2.32 -0.57
C -2.02 3.12 -1.31
H -4.22 0.72 -2.24
H -2.54 -0.63 -0.91
H -0.34 2.70 -0.03
H -1.85 4.18 -1.43
C -0.88 0.91 2.28
H -0.41 0.65 3.23
H -1.86 0.45 2.19
H -0.85 1.98 2.14
F 4.11 1.61 2.18
Te 2.62 0.51 2.53
F 2.68 -0.24 0.57
F 1.42 1.81 1.32
F 3.78 -0.90 3.34
F 2.26 1.49 4.25
O -0.36 -1.89 2.80

DFT (ωB97M-V/def2-TZVPD) results for a molecular structure, C29H22F5N11S2TcTe.

Energy (eV): -91558.225
2S+1: 4
Total charge: +2
Lowest unoccupied orbital energy (spin up / spin down) (eV): -6.351 / -7.918

Element x y z (Å)
Tc 1.36 0.20 1.37
F -4.59 3.46 -0.08
C -3.69 2.72 0.54
C -2.42 2.59 0.01
F -2.10 3.19 -1.14
C -1.49 1.82 0.67
F -0.22 1.73 0.18
C -1.79 1.13 1.83
S -0.62 0.14 2.66
C -3.08 1.26 2.35
F -3.40 0.62 3.46
C -4.02 2.06 1.72
F -5.24 2.16 2.22
N 0.94 2.41 4.13
C 1.63 2.88 3.10
N 1.87 4.18 3.07
C 2.67 4.64 2.12
N 2.86 5.94 2.00
N 3.32 3.83 1.24
C 2.99 2.58 1.28
N 2.08 2.01 2.13
C 3.68 1.65 0.37
C 4.86 1.98 -0.27
C 5.52 1.01 -1.01
C 4.97 -0.26 -1.08
C 3.78 -0.52 -0.42
N 3.13 0.42 0.28
H 0.63 3.05 4.84
H 0.70 1.44 4.20
H 2.41 6.59 2.63
H 3.52 6.28 1.32
H 5.26 2.98 -0.16
H 6.45 1.24 -1.52
H 5.45 -1.05 -1.63
H 3.32 -1.49 -0.45
Te 2.77 -1.14 3.21
C 3.03 -3.08 2.51
C 2.28 -3.79 1.60
C 2.70 -5.12 1.48
C 3.76 -5.42 2.31
S 4.25 -4.08 3.23
H 1.46 -3.35 1.05
H 2.24 -5.84 0.82
H 4.27 -6.36 2.40
C -1.10 -2.74 0.92
C -0.48 -1.97 -0.18
N 0.56 -1.12 -0.10
C 0.79 -0.68 -1.41
C -0.09 -1.28 -2.25
N -0.87 -2.11 -1.47
C -2.10 -2.76 -1.96
N -3.20 -1.85 -2.07
N -3.74 -1.31 -0.96
N -4.63 -0.47 -1.30
C -4.69 -0.38 -2.67
C -5.47 0.42 -3.50
C -5.24 0.30 -4.86
C -4.28 -0.59 -5.37
C -3.52 -1.40 -4.56
C -3.74 -1.27 -3.19
H -0.60 -2.53 1.86
H -1.05 -3.81 0.73
H -2.16 -2.46 1.02
H 1.56 0.01 -1.67
H -0.21 -1.20 -3.31
H -2.36 -3.55 -1.27
H -1.91 -3.16 -2.96
H -6.22 1.08 -3.10
H -5.81 0.90 -5.54
H -4.15 -0.65 -6.44
H -2.80 -2.10 -4.96

DFT (ωB97M-V/def2-TZVPD) results for a molecular structure, ITi.

Energy (eV): -31211.158
2S+1: 4
Relative energy (zero: lowest compared OMol25 entry of this formula, charge and spin) (kJ/mol): 185.9
Lowest unoccupied orbital energy (spin up / spin down) (eV): -2.428 / -2.337

Element x y z (Å)
Ti 1.65 1.14 -0.81
I -1.65 -1.14 0.81

DFT (ωB97M-V/def2-TZVPD) results for C4H7N3 in the gas phase.

Energy (eV): -8728.133
Relative energy (zero: lowest compared OMol25 entry of this formula, charge and spin) (kJ/mol): 342.2
Structure (SMILES): NC1=C[C@@]2(N)N[C@@H]12
Lowest unoccupied orbital energy (eV): 1.042

Element x y z (Å)
N 0.84 1.25 -0.64
C 0.96 -0.09 -0.28
C -1.12 -0.06 -0.08
N 2.12 -0.65 0.20
N -2.46 -0.08 0.14
C -0.20 0.99 0.45
C -0.25 -0.88 -0.72
H 1.59 1.82 -0.27
H 2.10 -1.66 0.31
H 2.61 -0.21 0.96
H -3.01 -0.76 -0.36
H -2.90 0.80 0.33
H 0.06 1.11 1.49
H -0.35 -1.60 -1.52

DFT (ωB97M-V/def2-TZVPD) results for 2 unconnected molecules or ions with the total composition C6H14N4O.

Energy (eV): -14434.838
Relative energy (zero: lowest compared OMol25 entry of this formula, charge and spin) (kJ/mol): 470.0
Total charge: +2
Lowest unoccupied orbital energy (eV): -8.439

Element x y z (Å)
C 2.25 -0.55 0.22
C -2.36 -1.10 0.28
C 3.50 -0.43 -0.52
C 0.69 1.90 -1.10
C -3.77 0.56 1.20
C 0.97 -0.89 -0.41
N -0.36 1.02 -0.73
N -2.71 0.12 0.34
N -1.87 -2.17 0.35
N -0.25 -0.11 -0.35
O 2.45 -0.24 1.38
H 3.63 0.00 -1.48
H 4.28 -0.01 0.19
H 3.61 -1.47 -0.67
H 1.49 1.50 -1.61
H 1.17 2.31 -0.17
H 0.36 2.75 -1.57
H -3.42 1.23 1.96
H -4.56 0.96 0.49
H -4.26 -0.26 1.72
H 1.22 -1.06 -1.45
H 0.54 -1.76 -0.02
H -2.31 0.99 -0.10
H -1.93 -3.17 0.00
H 1.65 -0.15 2.06

DFT (ωB97M-V/def2-TZVPD) results for 2 unconnected molecules or ions with the total composition C2H7S.

Energy (eV): -13019.258
2S+1: 2
Relative energy (zero: lowest compared OMol25 entry of this formula, charge and spin) (kJ/mol): 100.6
Total charge: -2
Lowest unoccupied orbital energy (spin up / spin down) (eV): 6.924 / 6.958

Element x y z (Å)
S -3.73 2.00 -2.87
H -4.92 2.45 -2.54
C 1.10 -1.13 0.15
C 1.04 0.01 1.19
H 0.97 -0.80 -0.86
H 0.23 -1.76 0.48
H 2.00 -1.80 0.11
H 1.56 0.85 0.84
H 0.13 0.42 1.46
H 1.63 -0.25 2.04

DFT (ωB97M-V/def2-TZVPD) results for a molecular structure, C5H6ErO3.

Energy (eV): -39022.388
2S+1: 5
Relative energy (zero: lowest compared OMol25 entry of this formula, charge and spin) (kJ/mol): 0.0
Total charge: +2
Lowest unoccupied orbital energy (spin up / spin down) (eV): -8.732 / -12.205

Element x y z (Å)
O 0.02 0.55 -2.43
C -0.35 0.00 -1.43
O -1.33 -0.68 -1.06
O 0.48 0.17 0.00
C 1.67 0.94 0.06
C 1.38 2.40 0.41
C 2.64 3.24 0.31
C 3.02 4.11 1.22
Er -1.20 -1.25 1.07
H 2.11 0.86 -0.94
H 2.38 0.50 0.77
H 0.96 2.47 1.42
H 0.63 2.78 -0.30
H 3.27 3.06 -0.56
H 2.59 4.60 2.09

DFT (ωB97M-V/def2-TZVPD) results for a molecular structure, C28H29BIrN10OS.

Energy (eV): -60790.699
2S+1: 2
Relative energy (zero: lowest compared OMol25 entry of this formula, charge and spin) (kJ/mol): 290.3
Total charge: +2
Lowest unoccupied orbital energy (spin up / spin down) (eV): -8.964 / -8.586

Element x y z (Å)
Ir -0.01 -0.62 0.68
C 4.06 -1.71 1.31
C 2.85 -1.26 1.81
N 2.01 -0.98 0.80
N 2.65 -1.30 -0.34
C 3.89 -1.73 -0.06
B 1.95 -1.28 -1.72
N 1.34 0.14 -1.90
C 1.51 1.09 -2.82
C 0.60 2.12 -2.57
C -0.11 1.70 -1.47
N 0.33 0.50 -1.06
N 0.73 -2.26 -1.64
C 0.21 -3.08 -2.55
C -0.87 -3.76 -1.99
C -0.97 -3.25 -0.70
N 0.01 -2.35 -0.49
N 2.92 -1.67 -2.78
C 3.31 -2.93 -3.18
C 4.41 -2.79 -3.96
C 4.66 -1.40 -3.98
N 3.78 -0.73 -3.26
H 4.93 -2.00 1.86
H 2.56 -1.14 2.83
H 4.57 -2.02 -0.85
H 2.27 0.98 -3.57
H 0.48 3.03 -3.14
H -0.94 2.18 -0.97
H 0.63 -3.15 -3.54
H -1.48 -4.51 -2.45
H -1.66 -3.51 0.08
H 2.79 -3.82 -2.86
H 4.98 -3.57 -4.44
H 5.45 -0.86 -4.49
C -4.85 -1.55 -2.21
C -3.64 -0.95 -2.54
C -2.73 -0.65 -1.54
C -3.05 -0.92 -0.21
C -4.28 -1.51 0.12
C -5.17 -1.83 -0.88
N -2.11 -0.59 0.81
N -2.60 -0.57 1.96
C -1.63 -0.33 2.94
C -2.05 -0.21 4.26
C -1.13 0.16 5.20
C 0.22 0.44 4.84
C 0.66 0.25 3.56
C -0.24 -0.21 2.57
H -5.56 -1.80 -2.99
H -3.41 -0.73 -3.57
H -1.79 -0.19 -1.78
H -4.50 -1.72 1.16
H -6.11 -2.29 -0.63
H -3.09 -0.37 4.50
H -1.44 0.30 6.23
H 0.91 0.79 5.60
H 1.68 0.50 3.32
O -1.71 2.32 2.93
S -1.23 2.73 1.56
C -1.89 4.39 1.20
C -0.89 5.38 1.77
C 0.48 4.84 1.37
C 0.48 3.35 1.74
H -2.88 4.41 1.66
H -1.98 4.47 0.12
H -0.98 5.42 2.86
H -1.06 6.38 1.39
H 1.29 5.36 1.87
H 0.63 4.95 0.29
H 0.69 3.18 2.80
H 1.14 2.74 1.13

DFT (ωB97M-V/def2-TZVPD) results for C4H8OS2 in the gas phase.

Energy (eV): -27991.719
Relative energy (zero: lowest compared OMol25 entry of this formula, charge and spin) (kJ/mol): 384.2
Lowest unoccupied orbital energy (spin up / spin down) (eV): -0.403 / -0.404

Element x y z (Å)
C -0.47 -1.18 -0.20
C 0.98 -1.40 0.29
C -0.69 0.26 -0.45
C 0.06 1.15 0.49
O 1.21 -0.55 1.26
S 0.06 0.49 -2.26
S -0.84 1.64 1.93
H -0.70 -1.87 -1.15
H -1.16 -1.63 0.64
H 1.07 -2.40 0.64
H 1.63 -1.21 -0.59
H -1.64 0.46 -0.73
H 0.86 1.64 0.05
H -0.20 1.81 -2.43
H -0.17 2.79 2.52